C4H11N5 | ωB97M-V/def2-TZVPD

The geometry in XYZ format:
```
20
Properties=species:S:1:pos:R:3:forces:R:3
C -1.547991 -0.548077 0.168356 2.6 -1.3 -2.5
C -0.398701 0.508554 0.286122 0.2 -2.6 0.0
C 0.883541 -0.508149 -0.199565 -1.0 -0.2 2.2
C -0.475447 1.727676 -0.541483 -2.0 1.4 -1.4
N -1.016065 -1.717164 -0.374584 -0.4 1.2 0.9
N 0.192551 -1.806675 -0.450745 0.4 0.5 -0.1
N 1.610083 -0.057388 -1.229455 -0.7 2.3 0.2
N -2.819561 -0.469118 0.159758 -2.3 1.6 1.8
N 1.843392 -0.853960 1.091437 -3.3 2.0 2.7
H -0.466710 0.835144 1.289478 1.0 0.0 1.6
H -0.606823 1.408819 -1.576385 0.0 0.5 -0.2
H 0.426160 2.331508 -0.481003 0.1 0.0 0.2
H -1.359024 2.438327 -0.283024 1.5 -1.4 -0.2
H 2.348945 -0.582369 -1.547922 1.7 -2.3 -1.2
H 2.004161 0.870785 -1.131039 -0.6 0.5 -0.1
H -3.353566 0.189927 0.761829 0.6 -0.2 -0.9
H -3.348416 -1.259251 -0.148913 -0.4 -0.6 -0.2
H 1.321496 -1.439743 1.905247 1.8 1.5 -2.3
H 2.024064 0.149985 1.444992 -0.1 -2.0 0.0
H 2.737906 -1.218825 0.856892 1.0 -1.0 -0.4
```
Positions in Å, forces in eV/Å.

Output
<S²>: 2.012
LUMO level (alpha / beta), eV: -7.843 / -11.708
Frontier orbital gap (alpha / beta), eV: 9.4 / 8.0
Energy relative to the best compared isomer or geometry (same formula, charge and spin), kcal/mol: 0.0
Multiplicity: 3
Electronic energy, eV: -11755.184
Charge: +2

C23H29N3O6S | ωB97M-V/def2-TZVPD

The geometry in XYZ format:
```
62
Properties=species:S:1:pos:R:3:forces:R:3
C -1.117253 -3.055484 3.031475 -0.2 -0.1 0.1
H -1.937498 -2.514855 2.550298 0.1 -0.1 0.1
O 0.133221 -2.691737 2.482428 0.3 0.1 -0.2
C 0.334451 -2.888451 1.151366 0.1 -0.1 0.0
C 1.552043 -2.423651 0.653525 0.0 -0.2 0.0
C 1.849663 -2.511181 -0.693372 -0.1 -0.3 0.3
C 0.944805 -3.132931 -1.548926 0.0 -0.1 0.0
C -0.250703 -3.616145 -1.054980 0.2 0.0 -0.1
C -0.573224 -3.485761 0.285177 -0.1 0.0 0.3
H -1.531086 -3.834037 0.632459 -0.1 0.0 0.1
H -0.960680 -4.082139 -1.719951 -0.1 0.0 -0.1
H 1.177793 -3.220554 -2.599819 0.0 0.0 -0.2
C 3.105148 -1.893347 -1.249733 0.1 -0.2 -0.1
C 2.785435 -0.996661 -2.430534 0.2 0.0 0.2
O 3.300381 -1.111385 -3.519269 0.2 -0.1 -0.3
N 1.853882 -0.015203 -2.216600 -0.4 0.3 -0.3
C 1.083243 0.181390 -1.048721 -0.3 0.2 0.3
C -0.260725 -0.152679 -1.089505 0.1 0.1 0.0
C -1.029678 -0.113227 0.054543 -0.6 -0.1 0.1
C -0.477358 0.296961 1.252731 0.0 0.0 0.0
C 0.839459 0.704065 1.290352 0.1 0.1 0.0
C 1.660097 0.664889 0.152034 -0.4 -0.1 -0.1
N 3.001262 0.980433 0.210159 0.2 -0.2 0.1
C 3.615428 1.840342 -0.786403 0.0 0.6 -0.1
H 4.648876 1.511300 -0.936689 0.0 0.0 -0.1
C 3.613510 3.291709 -0.284516 0.0 -0.2 -0.3
H 2.571863 3.637132 -0.180358 0.1 0.0 0.0
O 4.285572 3.415120 0.947823 0.1 0.0 0.1
C 3.697957 2.595860 1.933873 0.0 -0.3 0.1
H 2.670225 2.935837 2.134966 0.1 0.0 0.0
C 3.688932 1.130832 1.477866 0.0 0.3 0.2
H 4.727400 0.818685 1.316365 -0.1 0.0 0.1
H 3.247211 0.482692 2.232977 0.0 0.0 0.0
H 4.302835 2.721017 2.833229 -0.1 0.0 0.0
H 4.141818 3.941442 -0.983569 -0.1 0.0 0.0
H 3.083845 1.779831 -1.731914 0.1 0.0 0.1
H 1.238617 1.049522 2.229647 0.1 0.0 0.1
H -1.081277 0.285521 2.145784 0.0 0.0 0.2
S -2.707757 -0.689913 -0.030394 0.0 0.5 -0.1
O -3.141553 -1.077142 1.287382 0.1 0.3 0.1
O -2.841585 -1.645449 -1.087903 0.0 0.1 -0.3
N -3.522791 0.704307 -0.532114 0.7 -0.8 0.1
C -3.632742 1.700645 0.513493 -0.1 0.5 0.3
H -2.630544 1.910900 0.889812 -0.1 0.2 0.1
C -4.252450 2.966151 -0.085904 0.4 -0.1 0.1
H -4.431974 3.711301 0.690669 0.1 -0.1 0.0
O -5.501446 2.700720 -0.673858 -0.2 0.0 0.1
C -5.391578 1.720372 -1.680623 0.1 -0.3 0.0
H -6.399786 1.565095 -2.066518 0.1 -0.1 0.0
C -4.821811 0.419426 -1.117427 -0.4 -0.1 -0.3
H -4.671488 -0.323671 -1.899446 -0.2 0.1 -0.1
H -5.507193 0.015173 -0.358513 0.0 0.0 -0.1
H -4.737356 2.084458 -2.486446 -0.1 0.0 0.0
H -3.563512 3.376517 -0.840160 0.0 0.0 0.1
H -4.257687 1.328201 1.337774 0.1 0.1 0.0
H -0.705155 -0.522821 -1.999564 0.1 -0.1 -0.2
H 1.488867 0.386429 -3.072369 0.2 -0.1 0.1
H 3.612748 -1.311562 -0.479641 0.0 0.0 0.0
H 3.787956 -2.664705 -1.613567 0.0 0.1 0.0
H 2.242903 -1.967240 1.345735 0.1 0.1 0.1
H -1.062554 -2.778831 4.083409 0.0 0.0 -0.1
H -1.287011 -4.133499 2.951939 0.0 0.0 0.0
```
Positions in Å, forces in eV/Å.

Output
LUMO level, eV: 0.390
Frontier orbital gap, eV: 8.5
Energy relative to the best compared isomer or geometry (same formula, charge and spin), kcal/mol: 56.3
Electronic energy, eV: -51911.378

C12H21N2 | ωB97M-V/def2-TZVPD

The geometry in XYZ format:
```
35
Properties=species:S:1:pos:R:3:forces:R:3
C 4.489891 -2.606783 0.594691 -0.3 2.3 0.3
C 4.862293 -1.467304 0.336969 1.2 -2.3 -0.5
C 0.478960 0.701508 1.548286 -0.2 2.0 -0.6
C 2.522952 0.246793 0.211325 0.9 0.8 -3.8
C 1.857265 -0.054710 1.414015 -0.2 2.8 1.5
C -2.672388 1.264063 -1.482792 0.0 0.2 3.8
C -2.480535 -1.257900 0.068758 0.1 0.7 1.1
C -0.414240 -0.481984 -1.120929 -1.2 3.0 -1.1
C 3.600663 1.071587 -1.899689 1.2 -0.4 -1.9
C -0.691262 -0.150772 1.481148 -1.8 1.9 -0.5
C -2.007906 1.103227 -0.080194 -0.3 3.6 -0.9
C -1.321727 -0.201930 0.076113 -2.3 -0.2 0.5
N 0.472457 1.963126 1.667620 1.4 0.0 -0.2
N 2.981519 0.545987 -0.812508 -2.3 -2.3 4.5
H 3.968334 -3.399102 1.069634 0.0 -0.5 -0.1
H 1.727132 -1.114225 1.537220 0.5 -0.3 0.6
H 2.428386 0.625941 2.135391 -0.2 -1.8 -0.2
H 5.696950 -0.922442 -0.098770 -0.7 0.4 0.4
H -3.389383 2.037375 -1.486319 -0.5 1.0 -0.3
H -1.883288 1.357620 -2.092481 2.3 1.0 -2.9
H -3.116960 0.362553 -1.687173 -1.5 -1.9 -0.8
H -2.853924 -1.389935 -0.927067 0.1 -0.6 -0.4
H -3.389519 -1.043387 0.675488 0.8 0.6 -0.2
H -2.091178 -2.122720 0.540105 0.3 -1.5 -0.2
H 0.124101 -1.342315 -0.981620 1.5 -2.3 0.2
H -1.081025 -0.602978 -2.030226 1.1 0.1 1.0
H 0.295748 0.391186 -1.330720 -0.9 -1.1 0.3
H 3.174952 0.810283 -2.850283 -0.8 -0.3 -0.2
H 4.626410 0.731324 -1.998819 0.3 0.3 0.5
H 3.441376 2.080573 -1.721019 0.6 2.4 -0.4
H -1.443829 0.326555 2.171973 0.6 -1.1 -0.5
H -0.396937 -1.095160 1.705589 0.3 -3.0 1.4
H -1.215384 1.910439 0.030696 -0.9 -0.6 -0.5
H -2.773260 1.414979 0.672661 0.6 -1.0 -0.1
H -0.377263 2.560219 1.720312 0.5 -1.5 0.2
```
Positions in Å, forces in eV/Å.

Output
LUMO level, eV: -3.386
Frontier orbital gap, eV: 9.8
Energy relative to the best compared isomer or geometry (same formula, charge and spin), kcal/mol: 135.4
Electronic energy, eV: -15752.531
Charge: +1

C11H14BrClIN2O | ωB97M-V/def2-TZVPD

The geometry in XYZ format:
```
31
Properties=species:S:1:pos:R:3:forces:R:3
N 1.077188 0.331277 3.091423 -0.6 1.3 -1.3
C 1.293141 1.061257 1.837023 4.2 -0.5 -1.2
O 2.452169 0.953418 1.321927 -4.7 0.2 1.5
C 0.263440 2.024731 1.088101 0.5 0.8 0.4
C -0.822168 1.310374 0.144941 -0.9 2.1 0.3
N -0.991797 -0.156647 0.334425 -0.3 -3.4 0.1
C -0.590638 -1.102527 -0.707248 -0.8 -3.0 1.4
C 0.029799 -0.683563 -2.112662 0.1 0.0 -0.3
C 1.419011 0.123033 -2.038156 0.4 1.1 0.6
C 1.355153 1.578776 -2.764859 -0.8 -0.3 1.5
I 2.134849 1.442627 -4.789422 -0.4 0.2 0.8
C -0.806801 -2.647223 -0.484737 -1.4 1.8 3.2
C -1.442697 -3.212676 0.833051 0.8 4.8 -1.4
C -1.855543 -2.134775 1.890697 1.4 0.4 -3.0
Cl -2.605408 -2.726470 3.429819 1.1 1.2 -2.2
C -1.608771 -0.622508 1.575549 -0.2 -3.0 -0.1
Br -2.244863 0.631964 2.998220 0.6 -1.4 -2.1
H 0.522885 0.855153 3.778779 0.0 -0.6 -0.6
H 0.749239 -0.631608 2.954293 0.4 0.6 0.2
H 0.898812 2.718034 0.414078 -0.9 -1.4 1.1
H -0.245845 2.735502 1.841291 0.6 -1.4 -1.1
H -1.847780 1.786734 0.396898 1.6 -0.9 -0.5
H -0.600928 1.630364 -0.932580 -0.3 -1.3 1.6
H 0.237267 -1.640333 -2.728927 -0.8 1.4 1.3
H -0.748706 -0.056528 -2.688716 1.1 -1.0 0.9
H 1.648877 0.314713 -0.935425 -0.1 -0.3 -1.4
H 2.320235 -0.437551 -2.474883 -1.6 0.5 0.7
H 1.892251 2.386622 -2.136201 -0.5 -1.5 -1.3
H 0.258427 1.907489 -2.816072 1.6 -0.4 -0.3
H -0.525416 -3.408287 -1.291200 -0.3 1.6 1.2
H -1.615385 -4.331374 0.970574 0.2 1.9 0.0
```
Positions in Å, forces in eV/Å.

Output
LUMO level, eV: -5.252
Frontier orbital gap, eV: 6.8
Electronic energy, eV: -107315.244
Charge: +1

C5H3ClFN | ωB97M-V/def2-TZVPD

The geometry in XYZ format:
```
11
Properties=species:S:1:pos:R:3:forces:R:3
C 2.256190 0.117721 0.054306 -1.8 -2.9 0.2
C 0.981347 0.512757 0.041672 1.2 0.0 -0.2
C -0.214435 -0.280170 -0.106721 -2.9 -0.4 0.2
C -1.484154 0.271507 -0.230529 0.2 0.8 1.7
C -2.825687 -0.333887 0.026982 0.6 -1.0 -0.5
H 3.034946 0.747328 -0.092465 2.2 2.1 0.1
H 0.991409 1.595716 0.145678 -0.8 -0.1 -0.4
H -1.570977 1.402955 -0.140545 0.4 -1.5 -0.4
N -3.854834 -0.841855 0.239578 1.8 1.1 -0.4
F 2.729002 -1.150820 0.145819 -0.6 0.7 -0.3
Cl -0.042803 -2.041257 -0.083778 -0.2 1.1 0.0
```
Positions in Å, forces in eV/Å.

Output
LUMO level, eV: -0.801
Frontier orbital gap, eV: 8.8
Energy relative to the best compared isomer or geometry (same formula, charge and spin), kcal/mol: 7.5
Electronic energy, eV: -21961.263